[1]
DFT (ωB97M-V with the def2-TZVPD basis set) results for a cluster of 2 separate species, C7H14OS2 in total in a non-equilibrium geometry.

XYZ file:
```
24
Properties=species:S:1:pos:R:3:lowdin_charge:R:1
C 0.36 1.79 0.03 0.0358
C 1.52 1.63 -0.29 -0.0942
C 2.96 1.04 -0.32 -0.3703
C 2.85 -0.36 0.11 -0.5911
S 4.44 -1.11 -0.55 0.6705
H -0.60 2.17 0.49 0.0779
H 3.39 1.42 -1.30 0.1115
H 3.73 1.47 0.44 0.1356
H 2.85 -0.23 1.24 0.1077
H 1.91 -0.99 -0.16 0.0758
H 4.13 -0.70 -1.80 -0.1277
C -0.68 -1.40 1.09 -0.3931
S -0.96 -0.95 -0.64 0.8213
C -2.11 0.44 -0.44 -0.5217
C -3.40 -0.08 0.02 -0.3959
O -4.16 -0.57 -1.04 -0.0849
H -0.06 -2.36 1.12 0.0732
H -0.20 -0.62 1.64 0.0175
H -1.71 -1.44 1.50 0.0127
H -2.08 0.87 -1.37 0.0700
H -1.69 1.13 0.19 -0.0217
H -3.12 -0.78 0.94 0.1149
H -3.91 0.84 0.56 0.1541
H -3.45 -1.21 -1.46 0.1218
```

Properties
- Calculated total energy: -31198.985 eV
- Structure (SMILES): C#CCCS.CSCCO
- HOMO energy: -0.3201 hartree
- Orbital gap: 9.3634 eV
- Lowest unoccupied orbital energy: 0.0240 Eh
- Relative energy (zero: lowest compared OMol25 entry of this formula, charge and spin): 531.4 kJ/mol

[2]
DFT (ωB97M-V with the def2-TZVPD basis set) results for the ion C7H20BN2O6P2 with charge -1 in a non-equilibrium geometry.

XYZ file:
```
38
Properties=species:S:1:pos:R:3:lowdin_charge:R:1
C 1.36 2.82 1.54 -0.0644
C 1.83 2.32 0.31 -0.2512
C 2.31 0.83 0.01 -0.3368
P 0.85 -0.39 -0.45 0.3948
N 1.85 -1.28 -1.66 -0.1780
C -0.54 -1.67 -0.71 -0.2841
C -1.92 -1.33 0.06 -0.2149
O -2.40 0.02 -0.20 -0.1155
C -3.80 0.13 -0.04 -0.4158
C -4.53 0.28 1.38 -0.0103
O -4.50 0.07 -1.07 0.0556
B 1.52 -1.55 0.99 -0.6043
N 2.71 -2.46 0.86 0.0885
O 0.83 -1.58 2.29 -0.0254
P 0.17 0.94 -2.07 0.5768
O -0.61 0.26 -3.21 -0.4007
O -0.83 2.25 -1.53 -0.2425
O 1.52 1.73 -2.83 -0.2653
H 0.71 3.77 1.51 0.0477
H 1.60 2.41 2.58 0.0432
H 1.88 3.07 -0.56 0.0971
H 3.14 0.88 -0.77 0.0623
H 2.80 0.45 0.99 0.0781
H 0.05 0.30 0.57 0.0156
H 1.65 -0.95 -2.63 0.0145
H 2.85 -1.20 -1.48 0.0183
H -0.17 -2.65 -0.21 0.0897
H -0.71 -1.97 -1.81 0.0892
H -2.76 -2.04 -0.27 0.1289
H -1.73 -1.52 1.18 0.1198
H -5.61 0.59 1.16 0.0861
H -4.51 -0.70 1.96 0.0824
H -4.08 1.10 2.03 0.0823
H 3.60 -1.97 0.98 0.0572
H 2.65 -3.27 1.49 0.0516
H 1.33 -1.06 2.95 0.0755
H -0.83 2.27 -0.55 0.0274
H 2.30 1.13 -2.82 0.0264
```

Properties
- Calculated total energy: -42102.485 eV
- HOMO energy: -0.1428 hartree
- Orbital gap: 6.6111 eV
- Total charge: -1
- Lowest unoccupied orbital energy: 0.1002 Eh